Formula: C4H8N2
Source: the Open Molecules 2025 dataset
Level of theory: ωB97M-V with the def2-TZVPD basis set

Cartesian coordinates (Å):
1 C 0.343 0.436 -0.172
2 C -0.088 1.362 -1.280
3 C 0.049 -1.184 -0.559
4 C -0.600 -0.128 1.935
5 N -0.692 -0.049 0.662
6 N 0.754 -2.210 -0.331
7 H 1.285 0.671 0.338
8 H 1.353 -2.127 0.480
9 H -0.672 -1.207 -1.374
10 H -0.998 1.006 -1.763
11 H -0.301 2.356 -0.875
12 H 0.697 1.436 -2.034
13 H -1.324 -0.721 2.475
14 H 0.194 0.360 2.498

For the max |F|, the calculation gives 4.0 eV/Å. The relative energy (zero: lowest compared OMol25 entry of this formula, charge and spin) is 298.9 kJ/mol. The highest occupied orbital energy comes out at -8.40 eV. As for the HOMO-LUMO gap: 8.927 eV. Its net charge is 0.